1.
Entry from OMol25: a single C9H9NO molecule (ωB97M-V/def2-TZVPD).

Highest occupied orbital energy: -8.56 eV
LUMO energy: -0.143 eV
Structure (SMILES): C#C/C(=C/C=C\C=C)C(N)=O

ORCA input file:
```
! RIJCOSX wB97M-V def2-TZVPD def2/J DEFGRID3
* xyz 0 1
C 1.45332 -0.63840 2.82784
C 1.10529 -0.45911 1.69350
C 0.61437 -0.23055 0.32916
C 0.57503 -1.23764 -0.62275
C -0.09853 -1.14389 -1.84255
C -1.37803 -0.75396 -2.02911
C -2.05840 -0.43789 -0.87636
C -1.64514 0.47048 0.05908
C 1.09253 1.21116 -0.07743
N 1.21031 2.01212 0.99268
O 1.24569 1.57890 -1.21274
H 1.98651 -1.04790 3.66805
H 0.81139 -2.25178 -0.27590
H 0.35381 -1.62259 -2.75455
H -1.85321 -0.78027 -2.94266
H -2.83124 -1.05288 -0.43811
H -1.09336 1.29662 -0.21403
H -2.04791 0.36304 1.01574
H 1.41533 1.69038 1.88940
H 1.14225 3.03415 0.81073
*
```


2.
Entry from OMol25: a molecular structure, C9H9NO2S (ωB97M-V/def2-TZVPD).

Highest occupied orbital energy: -8.57 eV
LUMO energy: -0.824 eV

ORCA input file:
```
! RIJCOSX wB97M-V def2-TZVPD def2/J DEFGRID3
* xyz 0 1
C -1.77098 1.23987 0.95764
C -0.41580 1.77845 0.92752
C 0.52847 0.87892 0.66933
C 0.22831 -0.52445 0.22009
C 1.40039 -1.39654 0.22768
C 2.17325 -1.30855 -1.22947
C 2.17555 1.27265 -1.92784
C -1.05128 -0.97981 0.27742
C -2.12567 0.00752 0.48783
H -3.79331 1.54957 0.55045
H -0.14309 2.57660 1.74370
H 1.46400 1.14776 0.86498
H 2.04883 -1.43945 1.30400
H 1.01246 -2.45893 0.09231
H 1.36058 -1.79531 -1.71495
H 3.23755 -1.79673 -1.24382
H -1.18215 -2.13710 0.23462
H -3.57120 -1.02276 -0.54629
N 2.00159 0.15530 -1.73375
O -2.93099 1.94023 1.39553
O -3.48726 -0.47655 0.77579
S 2.84074 2.78931 -2.33277
*
```


3.
Entry from OMol25: a single C9H9P molecule (ωB97M-V/def2-TZVPD).

Highest occupied orbital energy (alpha / beta): -7.94 / -7.86 eV
LUMO energy (alpha / beta): -1.396 / -1.335 eV

ORCA input file:
```
! RIJCOSX wB97M-V def2-TZVPD def2/J DEFGRID3
* xyz 0 1
C 0.52267 1.88490 -0.38632
C 0.54392 1.93058 0.99733
C -0.05882 0.01284 -2.01814
C 0.30004 0.44796 -0.78466
C 0.43006 0.62369 1.49062
C 0.29578 -0.28985 0.42890
C -0.48648 -1.36228 -2.25590
C 0.50955 0.14870 2.91078
C -1.64897 -1.82016 -1.79312
P 0.48233 -2.46222 -3.35768
H 0.69295 2.68510 -1.01100
H 0.75109 2.87401 1.37847
H -0.03287 0.63846 -2.94447
H 0.66645 0.99454 3.76830
H 1.44897 -0.40288 2.93385
H -0.29614 -0.50676 3.29500
H -2.01562 -2.79297 -1.90113
H -2.37552 -1.24927 -1.26986
H 0.27059 -1.35440 0.51902
*
```


Calculated strongest force on any atom (eV/A), listed in the same order as above: 4.685, 7.562, 4.373
Calculated energy above the lowest of the compared OMol25 structures with the same formula, charge and spin (kcal/mol), listed in the same order as above: 135.25, 147.43, 64.77